Entry a
Here is a structure of composition C4H14NO3 from OMol25. Energies are from ωB97M-V/def2-TZVPD.

Results
- total charge = -1
- E_LUMO (eV) = 3.01
- HOMO (Ha) = -0.1520

```
22
C4H14NO3, DFT ωB97M-V/def2-TZVPD
C -1.27 -1.52 -0.57
N 0.00 -0.84 -0.56
C 1.05 -1.10 0.35
C 2.33 -0.26 0.20
C 2.06 1.19 0.55
O 1.81 1.02 2.36
H -1.03 -2.56 -0.86
H -1.75 -1.46 0.44
H -2.06 -1.18 -1.25
H -0.28 0.16 -0.51
H 0.74 -0.99 1.42
H 1.26 -2.21 0.37
H 2.81 -0.51 -0.78
H 3.05 -0.74 0.87
H 1.57 1.83 -0.19
H 3.01 1.61 0.87
H -1.53 1.80 -1.35
H 1.27 1.42 1.54
O -1.79 1.62 -0.44
H -2.84 1.20 -0.68
H -4.56 0.90 -0.58
O -3.88 0.60 -1.19
```

Entry b
Here is a cluster of 3 separate species, C4H14NO3 in total from OMol25. Energies are from ωB97M-V/def2-TZVPD.

Results
- total charge = -1
- E_LUMO (eV) = 3.88
- HOMO (Ha) = -0.1329

```
22
C4H14NO3, DFT ωB97M-V/def2-TZVPD
C -1.63 0.46 -2.16
N -0.58 -0.50 -2.04
C 0.40 0.00 -1.04
C 1.13 -1.19 -0.33
C 0.37 -1.90 0.88
O 0.52 -1.23 2.08
H -1.34 1.38 -2.76
H -1.95 0.64 -0.95
H -2.47 -0.03 -2.73
H -0.82 -1.36 -1.63
H -0.07 0.56 -0.22
H 1.05 0.70 -1.51
H 1.38 -2.11 -0.95
H 2.04 -0.75 -0.11
H -0.70 -1.74 0.60
H 0.60 -2.90 1.07
H 0.24 0.52 3.42
H 0.23 0.19 1.91
O 0.02 1.07 2.63
H -0.09 2.27 1.51
H 1.29 2.82 1.20
O 0.38 3.09 1.14
```

Entry c
Here is a cluster of 3 separate species, C4H14NO3 in total from OMol25. Energies are from ωB97M-V/def2-TZVPD.

Results
- total charge = -1
- E_LUMO (eV) = 4.00
- HOMO (Ha) = -0.1561

```
22
C4H14NO3, DFT ωB97M-V/def2-TZVPD
C -0.04 1.62 0.25
O -1.12 0.78 0.03
C 1.27 0.89 0.53
C 1.64 -0.11 -0.57
C 1.38 -1.56 -0.17
N 0.15 -1.87 0.56
H 0.18 2.13 -0.72
H -0.27 2.36 1.03
H 2.10 1.60 0.67
H 1.23 0.48 1.55
H 1.01 0.09 -1.43
H 2.66 0.06 -0.90
H 2.17 -2.19 0.23
H 1.26 -2.13 -1.10
H -0.57 -1.26 0.16
H 0.19 -1.43 1.48
H -2.09 0.73 1.22
H -2.37 -0.61 1.69
O -2.83 0.25 1.76
H -2.72 0.04 -2.37
H -1.47 0.19 -1.49
O -1.76 -0.06 -2.41
```

entry c has the most favorable energy; the next structure is 2.188 eV above.

Entry a
Here is a cluster of 2 separate species, CH7NS2 in total from OMol25. Energies are from ωB97M-V/def2-TZVPD.

Results
- structure (SMILES) = CSS.N
- total charge = 0
- E_LUMO (eV) = 0.55
- HOMO (Ha) = -0.3293

```
11
CH7NS2, DFT ωB97M-V/def2-TZVPD
C -0.56 -1.15 -0.89
S -0.06 -0.47 0.70
S 1.94 -0.05 0.41
H -1.16 -2.03 -0.65
H -1.22 -0.49 -1.45
H 0.28 -1.46 -1.52
H 1.83 1.29 0.33
N -2.66 1.67 -0.87
H -2.13 2.03 -0.08
H -2.95 0.73 -0.64
H -3.49 2.24 -0.98
```

Entry b
Here is a cluster of 2 separate species, CH7NS2 in total from OMol25. Energies are from ωB97M-V/def2-TZVPD.

Results
- structure (SMILES) = CN.SS
- total charge = 0
- E_LUMO (eV) = 0.27
- HOMO (Ha) = -0.3160

```
11
CH7NS2, DFT ωB97M-V/def2-TZVPD
C -0.91 -0.86 0.46
N -0.75 0.54 0.90
H -1.82 -1.29 0.90
H -1.04 -1.02 -0.60
H -0.09 -1.42 0.89
H 0.01 0.60 1.56
H -1.59 0.94 1.29
S 2.49 0.87 -0.96
S 0.66 0.82 -2.12
H 2.96 -0.32 -1.40
H 0.07 1.13 -0.92
```

entry a has the most favorable energy; the next structure is 0.582 eV above.

Entry a
Here is a structure of composition C8H24B2O28 from OMol25. Energies are from ωB97M-V/def2-TZVPD.

Results
- total charge = -2
- E_LUMO (eV) = 3.10
- HOMO (Ha) = -0.1956

```
62
C8H24B2O28, DFT ωB97M-V/def2-TZVPD
O -24.95 18.51 46.27
C -25.19 17.52 47.00
O -26.14 17.68 47.83
B -26.34 16.30 48.40
O -25.29 15.51 47.67
C -24.63 16.22 46.97
O -23.95 15.75 45.95
O -27.74 15.74 48.22
C -28.29 15.53 49.22
O -29.51 15.33 49.38
C -27.40 15.74 50.22
O -26.25 16.22 49.92
O -27.62 15.49 51.39
O -29.17 19.32 51.34
C -29.19 19.59 50.10
O -28.77 18.78 49.27
B -29.33 19.16 47.98
O -30.13 20.44 48.30
C -30.05 20.54 49.52
O -30.83 21.20 50.25
O -30.20 18.16 47.42
C -29.80 17.95 46.30
O -30.29 17.18 45.44
C -28.57 18.68 45.97
O -28.26 19.45 47.01
O -27.76 18.42 45.17
O -21.75 15.47 48.72
H -21.11 14.78 49.12
H -22.38 15.13 48.32
O -22.83 19.78 48.24
H -22.64 19.66 47.33
H -23.49 20.38 48.28
O -27.69 13.15 53.03
H -27.18 12.66 52.48
H -27.64 13.90 52.61
O -25.52 16.14 53.09
H -26.03 16.34 52.31
H -24.66 15.73 52.98
O -25.73 20.89 44.27
H -26.11 21.56 44.96
H -25.51 20.10 44.77
O -29.33 12.97 46.70
H -28.75 12.15 46.50
H -28.82 13.80 46.78
O -28.91 12.24 49.46
H -29.13 12.20 48.51
H -29.72 12.50 49.86
O -24.94 13.33 44.85
H -25.60 13.93 44.47
H -24.31 14.01 45.07
O -31.38 13.65 49.89
H -30.61 14.18 49.72
H -31.90 13.72 49.10
O -22.62 19.11 45.41
H -23.67 19.09 45.68
H -22.56 20.01 45.01
O -23.85 15.73 43.13
H -23.04 16.21 43.03
H -24.15 15.93 44.07
O -31.48 16.75 50.65
H -31.29 16.56 51.58
H -30.83 16.27 50.18
```

Entry b
Here is a structure of composition C8H24B2O28 from OMol25. Energies are from ωB97M-V/def2-TZVPD.

Results
- total charge = -2
- E_LUMO (eV) = 4.03
- HOMO (Ha) = -0.1867

```
62
C8H24B2O28, DFT ωB97M-V/def2-TZVPD
O 2.08 -19.96 4.12
C 3.14 -19.34 4.26
O 3.44 -18.79 5.36
B 4.83 -18.39 5.26
O 5.16 -18.65 3.83
C 4.14 -19.14 3.33
O 4.09 -19.45 2.13
O 5.78 -19.05 6.19
C 6.53 -18.11 6.60
O 7.69 -18.26 6.86
C 5.98 -16.87 6.26
O 5.02 -16.98 5.51
O 6.17 -15.86 6.94
O 5.60 -13.30 5.02
C 4.68 -14.12 4.96
O 4.45 -14.70 3.93
B 3.04 -15.13 3.96
O 2.62 -14.77 5.34
C 3.55 -14.18 5.87
O 3.53 -13.82 7.03
O 2.19 -14.36 3.04
C 1.62 -15.17 2.26
O 1.18 -14.83 1.21
C 1.94 -16.50 2.59
O 2.73 -16.52 3.57
O 1.64 -17.55 1.99
O 6.93 -18.71 1.57
H 7.19 -18.76 2.48
H 6.14 -19.27 1.52
O 0.97 -20.00 1.52
H 1.13 -20.47 2.32
H 1.23 -19.09 1.63
O 1.43 -17.97 7.20
H 1.58 -18.86 6.97
H 2.17 -17.65 7.68
O 9.98 -16.50 5.75
H 9.27 -16.00 5.30
H 9.55 -16.96 6.48
O -0.14 -18.28 4.46
H 0.16 -17.64 5.10
H 0.57 -18.92 4.43
O 8.14 -16.15 9.83
H 7.36 -16.32 10.36
H 8.28 -16.85 9.21
O 4.86 -13.96 9.32
H 5.72 -13.81 8.92
H 4.20 -13.78 8.66
O 7.87 -15.04 4.65
H 8.44 -14.38 4.35
H 7.08 -14.52 4.95
O 3.32 -18.44 -0.10
H 3.26 -17.47 0.08
H 3.52 -18.83 0.73
O 6.24 -16.24 2.31
H 5.97 -16.20 3.21
H 6.05 -17.13 1.98
O 3.65 -16.93 8.66
H 4.50 -16.90 9.14
H 3.61 -16.04 8.40
O 8.49 -18.26 3.89
H 7.86 -17.60 3.64
H 8.73 -18.11 4.79
```

entry b has the most favorable energy; the next structure is 4.337 eV above.

Entry a
Here is a cluster of 2 separate species, HN3O3S in total from OMol25. Energies are from ωB97M-V/def2-TZVPD.

Results
- total charge = -2
- E_LUMO (spin up / spin down) (eV) = 7.35 / 7.35
- HOMO (spin up / spin down) (Ha) = 0.0398 / 0.0397

```
8
HN3O3S, DFT ωB97M-V/def2-TZVPD
N 1.33 1.53 -1.49
N 0.28 0.98 -1.10
N 0.73 -0.30 0.29
O -0.93 -2.23 0.25
O -1.78 -0.04 0.98
O -0.12 -1.24 2.34
S -0.60 -0.95 0.95
H 1.08 2.25 -2.21
```

Entry b
Here is the ion HN3O3S with charge -2 from OMol25. Energies are from ωB97M-V/def2-TZVPD.

Results
- structure (SMILES) = [H]/N=N/N=S(=O)([O-])[O-]
- total charge = -2
- E_LUMO (eV) = 7.33
- HOMO (Ha) = 0.0369

```
8
HN3O3S, DFT ωB97M-V/def2-TZVPD
H -3.19 -0.16 0.02
N -2.40 0.51 -0.16
N -1.34 -0.17 0.01
N 0.03 0.77 -0.22
S 1.41 -0.09 0.04
O 2.10 -0.19 -1.28
O 1.19 -1.44 0.63
O 2.20 0.77 0.96
```

entry b has the most favorable energy; the next structure is 1.039 eV above.